(1)
Entry from the OMol25 dataset: a 4-piece molecular cluster, C4H15NO3 overall at a distorted geometry (ωB97M-V/def2-TZVPD).

Last column: natural (NBO) charge in e.
Positions of all 23 atoms, in Å:
1 N -0.82 1.76 1.92  -0.82
2 C -0.36 0.34 1.65  -0.27
3 C 1.56 1.00 -1.61  -0.66
4 C 1.19 1.03 -0.18  -0.24
5 C 0.20 0.28 0.23  -0.15
6 H -1.17 2.06 1.10  0.34
7 H -1.57 1.76 2.63  0.35
8 H -1.19 -0.36 1.66  0.20
9 H 0.30 0.10 2.36  0.18
10 H 0.89 1.66 -2.10  0.23
11 H 2.46 1.36 -1.96  0.22
12 H 1.44 0.00 -2.16  0.19
13 H 1.70 1.90 0.47  0.22
14 H -0.39 -0.35 -0.50  0.16
15 H -0.10 -2.31 1.02  0.51
16 H -1.40 -3.23 0.81  0.48
17 O -1.06 -2.29 0.61  -0.99
18 H -1.43 0.07 -1.53  0.47
19 H -2.66 0.50 -2.38  0.46
20 O -1.73 0.52 -2.42  -0.94
21 H 1.26 -1.96 -0.70  0.49
22 H 2.33 -1.22 0.25  0.50
23 O 1.51 -1.75 0.19  -0.96

Output
LUMO: 0.02058 Eh
DFT total energy: -12021.014 eV
gap between HOMO and LUMO: 0.346 Eh
SMILES: C/C=C/CN.O.O.O

(2)
Entry from the OMol25 dataset: a 3-piece molecular cluster, C4H15NO3 overall at a distorted geometry (ωB97M-V/def2-TZVPD).

Last column: natural (NBO) charge in e.
Positions of all 23 atoms, in Å:
1 C 1.06 2.38 -1.37  -0.41
2 N 1.20 1.71 -0.07  -0.63
3 C 1.00 0.27 -0.15  -0.22
4 C 1.32 -0.41 1.19  -0.43
5 C 0.41 -0.07 2.38  -0.09
6 O -0.86 0.47 1.89  -0.75
7 H 1.58 3.34 -1.29  0.20
8 H 1.53 1.83 -2.18  0.19
9 H 0.02 2.58 -1.62  0.17
10 H 0.50 2.07 0.55  0.36
11 H 0.06 -0.14 -0.51  0.17
12 H 1.79 -0.08 -0.82  0.19
13 H 1.38 -1.49 1.05  0.20
14 H 2.36 -0.18 1.47  0.22
15 H 0.87 0.80 2.87  0.18
16 H 0.30 -0.94 3.02  0.18
17 H -1.49 0.24 2.55  0.48
18 H -1.75 -2.47 0.39  0.46
19 H -1.44 -0.96 0.75  0.49
20 O -2.12 -1.60 0.49  -0.97
21 H -2.97 -1.91 -3.12  0.47
22 H -2.18 -3.13 -3.57  0.47
23 O -2.58 -2.29 -3.90  -0.94

Output
LUMO: 0.02032 Eh
DFT total energy: -12023.021 eV
gap between HOMO and LUMO: 0.348 Eh
SMILES: CNCCCO.O.O

(3)
Entry from the OMol25 dataset: a 4-piece molecular cluster, C4H15NO3 overall at a distorted geometry (ωB97M-V/def2-TZVPD).

Last column: natural (NBO) charge in e.
Positions of all 23 atoms, in Å:
1 C 1.61 -2.13 -0.12  -0.66
2 C 1.12 -0.73 -0.28  -0.25
3 C 0.56 -0.26 -1.39  -0.03
4 N 0.17 1.11 -1.46  -0.68
5 C -0.78 1.43 -2.55  -0.41
6 H 0.95 -2.72 0.52  0.25
7 H 1.92 -2.66 -1.01  0.21
8 H 2.51 -2.18 0.53  0.21
9 H 1.34 -0.04 0.54  0.21
10 H 0.32 -0.86 -2.25  0.19
11 H 0.91 1.78 -1.31  0.38
12 H -1.49 2.18 -2.18  0.19
13 H -0.31 1.84 -3.44  0.19
14 H -1.31 0.51 -2.74  0.21
15 H -0.83 0.83 2.69  0.51
16 H -0.18 0.20 3.94  0.47
17 O -0.74 0.00 3.19  -0.98
18 H -0.57 1.72 0.40  0.50
19 H -1.15 2.84 1.32  0.48
20 O -0.71 1.97 1.31  -0.98
21 H -1.24 -1.45 2.18  0.50
22 H -0.86 -1.38 0.75  0.46
23 O -1.22 -2.00 1.38  -0.97

Output
LUMO: 0.02019 Eh
DFT total energy: -12023.277 eV
gap between HOMO and LUMO: 0.328 Eh
SMILES: C/C=C/NC.O.O.O

(4)
Entry from the OMol25 dataset: a 4-piece molecular cluster, C4H15NO3 overall at a distorted geometry (ωB97M-V/def2-TZVPD).

Last column: natural (NBO) charge in e.
Positions of all 23 atoms, in Å:
1 C -0.36 0.58 1.99  -0.41
2 N -0.54 -0.40 0.91  -0.64
3 C -1.81 -0.39 0.20  -0.27
4 C -1.89 0.83 -2.00  -0.39
5 C -1.55 -0.23 -1.27  -0.16
6 H 0.37 0.17 2.69  0.19
7 H -1.31 0.77 2.49  0.18
8 H 0.07 1.48 1.55  0.18
9 H -0.24 -1.30 1.27  0.35
10 H -2.36 -1.33 0.31  0.20
11 H -2.52 0.32 0.62  0.19
12 H -1.85 0.85 -3.08  0.20
13 H -2.23 1.73 -1.50  0.18
14 H -1.31 -1.11 -1.84  0.20
15 H 0.88 -2.35 1.58  0.44
16 H 1.49 -2.77 0.29  0.48
17 O 1.03 -3.14 1.06  -0.92
18 H 2.62 0.87 -1.36  0.50
19 H 2.71 -0.02 -2.79  0.48
20 O 2.26 0.21 -1.98  -1.01
21 H 1.95 2.47 0.06  0.48
22 H 2.01 1.02 0.56  0.49
23 O 2.56 1.74 0.24  -0.94

Output
LUMO: 0.02290 Eh
DFT total energy: -12022.192 eV
gap between HOMO and LUMO: 0.354 Eh
SMILES: C=CCNC.O.O.O

(5)
Entry from the OMol25 dataset: a 4-piece molecular cluster, C4H15NO3 overall at a distorted geometry (ωB97M-V/def2-TZVPD).

Last column: natural (NBO) charge in e.
Positions of all 23 atoms, in Å:
1 C -0.10 0.04 2.22  -0.21
2 C -0.30 1.28 1.34  -0.46
3 C -1.67 1.30 0.71  -0.17
4 C -1.95 1.36 -0.58  -0.41
5 N 0.17 -1.17 1.40  -0.84
6 H -0.96 -0.18 2.85  0.18
7 H 0.73 0.25 2.87  0.19
8 H 0.47 1.29 0.58  0.21
9 H -0.21 2.19 1.94  0.22
10 H -2.47 1.53 1.41  0.20
11 H -1.19 1.38 -1.36  0.18
12 H -2.95 1.29 -0.97  0.20
13 H 0.00 -0.94 0.43  0.34
14 H 1.14 -1.39 1.55  0.36
15 H -1.37 -2.26 -2.52  0.48
16 H -0.93 -1.19 -1.51  0.48
17 O -1.20 -1.31 -2.43  -0.95
18 H 3.17 -0.24 -0.38  0.48
19 H 2.44 0.91 -0.90  0.46
20 O 3.14 0.72 -0.26  -0.94
21 H 1.51 -2.40 -2.16  0.48
22 H 0.96 -0.96 -2.37  0.49
23 O 1.58 -1.49 -1.85  -0.97

Output
LUMO: 0.01278 Eh
DFT total energy: -12022.926 eV
gap between HOMO and LUMO: 0.351 Eh
SMILES: C=CCCN.O.O.O

(6)
Entry from the OMol25 dataset: C4H16AgN4O5 as an isolated structure at a distorted geometry (ωB97M-V/def2-TZVPD).

Last column: natural (NBO) charge in e.
Positions of all 30 atoms, in Å:
1 Ag 0.14 -0.12 -1.11  0.99
2 O 0.36 0.64 -2.75  -1.30
3 H 0.71 0.30 -3.59  0.41
4 O -1.11 1.14 -1.13  -1.00
5 H -1.95 1.10 -0.62  0.39
6 C 1.73 -2.22 0.66  -0.68
7 C 2.57 -1.18 -0.04  -0.06
8 O 1.75 -0.03 -0.20  -0.79
9 H 0.79 -2.45 0.16  0.27
10 H 1.39 -1.87 1.64  0.18
11 H 2.43 -3.02 0.92  0.17
12 H 3.03 -1.54 -0.96  0.18
13 H 3.41 -1.02 0.64  0.15
14 H 1.51 0.48 0.57  0.49
15 C -1.29 -1.52 0.08  0.74
16 O -0.23 -1.59 -0.48  -0.69
17 N -1.99 -0.48 0.29  -0.82
18 N -1.83 -2.47 0.78  -0.83
19 H -1.57 0.31 -0.18  0.33
20 H -2.79 -0.43 0.91  0.38
21 H -2.73 -2.27 1.19  0.37
22 H -1.47 -3.42 0.77  0.39
23 C -0.21 3.01 0.68  0.75
24 O 0.19 3.75 1.59  -0.77
25 N -0.56 3.50 -0.46  -0.85
26 N -0.34 1.71 0.78  -0.89
27 H -1.09 2.84 -1.01  0.43
28 H -0.31 4.44 -0.76  0.39
29 H -0.61 1.11 0.02  0.34
30 H 0.09 1.29 1.60  0.35

Output
net charge: -1
LUMO: 0.10927 Eh
DFT total energy: -24589.268 eV
gap between HOMO and LUMO: 0.164 Eh

(7)
Entry from the OMol25 dataset: C4H16Al4O12P2 as an isolated structure at a distorted geometry (ωB97M-V/def2-TZVPD).

Last column: natural (NBO) charge in e.
Positions of all 38 atoms, in Å:
1 Al -3.02 -1.25 -1.64  1.34
2 Al 1.38 3.97 -0.14  1.29
3 Al -3.41 3.04 0.25  1.25
4 Al -1.02 2.35 -4.03  1.32
5 P -4.63 1.80 -2.92  2.32
6 O -3.66 0.84 -3.68  -0.68
7 O -4.77 1.15 -1.45  -0.69
8 O -6.01 2.01 -3.60  -0.29
9 O -3.80 3.09 -2.78  -0.71
10 P -0.58 1.10 -0.74  2.53
11 O -1.85 1.27 -1.46  -1.22
12 O 0.47 1.78 -1.63  -1.00
13 O -0.40 -0.44 -0.58  -1.24
14 O -0.59 1.99 0.58  -1.07
15 C 2.51 -1.61 -1.81  -0.23
16 O 1.80 -1.91 -0.62  -0.33
17 H 2.80 -0.62 -1.48  0.29
18 H 3.29 -2.31 -2.12  0.33
19 H 1.76 -1.41 -2.57  0.26
20 H 1.00 -1.37 -0.69  0.51
21 C -0.11 -3.39 1.72  -0.27
22 O -0.95 -2.92 0.67  -0.34
23 H 0.51 -4.26 1.54  0.38
24 H 0.52 -2.63 2.19  0.21
25 H -0.84 -3.69 2.48  0.36
26 H -0.64 -2.05 0.41  0.51
27 C 3.45 0.41 1.17  -0.31
28 O 2.30 0.97 0.59  -0.56
29 H 4.29 0.59 0.50  0.29
30 H 3.53 0.95 2.11  0.25
31 H 3.39 -0.61 1.56  0.24
32 H 1.87 0.35 0.00  0.47
33 C 0.38 0.16 3.19  -0.28
34 O -0.22 1.44 3.19  -0.26
35 H 1.34 0.25 3.69  0.34
36 H -0.27 -0.55 3.69  0.31
37 H 0.55 -0.10 2.14  0.16
38 H -0.39 1.63 2.27  0.51

Output
net charge: +6
LUMO: -0.91615 Eh
DFT total energy: -73838.147 eV
gap between HOMO and LUMO: 0.115 Eh

(8)
Entry from the OMol25 dataset: a 2-piece molecular cluster, C4H16B3NO8P2 overall (ωB97M-V/def2-TZVPD).

Last column: natural (NBO) charge in e.
Positions of all 34 atoms, in Å:
1 O -3.93 4.89 -2.09  -0.99
2 P -2.62 5.12 -3.08  1.06
3 O -1.41 5.32 -1.98  -0.97
4 B -2.21 3.22 -3.40  0.79
5 O -2.62 2.62 -4.57  -0.88
6 B -2.60 1.23 -4.56  1.01
7 O -2.86 0.63 -3.34  -0.89
8 B -2.07 1.13 -2.31  0.73
9 P -1.66 0.02 -0.72  1.10
10 O -0.16 -0.54 -1.18  -0.99
11 O -1.11 1.21 0.28  -0.99
12 O -1.60 2.42 -2.44  -0.89
13 H -4.38 4.04 -2.16  0.49
14 H -1.22 6.26 -1.85  0.50
15 H -2.26 0.61 -5.50  -0.09
16 H -0.14 -0.87 -2.09  0.49
17 H -1.57 2.05 0.20  0.50
18 C 3.63 -2.08 2.74  -0.61
19 C 2.55 -1.47 1.86  -0.08
20 C 1.13 -1.55 2.44  -0.07
21 O 0.53 -2.83 2.36  -0.55
22 C 0.85 -3.72 3.40  -0.25
23 N 2.62 -2.05 0.52  -0.83
24 H 3.59 -3.17 2.70  0.20
25 H 4.61 -1.78 2.38  0.22
26 H 3.52 -1.77 3.78  0.20
27 H 2.76 -0.40 1.76  0.19
28 H 0.50 -0.88 1.86  0.19
29 H 1.12 -1.20 3.49  0.16
30 H 0.95 -3.20 4.36  0.17
31 H 1.77 -4.28 3.21  0.16
32 H 0.03 -4.44 3.48  0.19
33 H 1.97 -1.56 -0.09  0.36
34 H 2.27 -3.00 0.56  0.35

Output
LUMO: -0.00262 Eh
DFT total energy: -42891.558 eV
gap between HOMO and LUMO: 0.317 Eh
SMILES: OP(O)B1OBOB(P(O)O)O1.COC[C@@H](C)N

(9)
Entry from the OMol25 dataset: C4H16BCl2CrN4O16 as an isolated structure at a distorted geometry (ωB97M-V/def2-TZVPD).

Last column: Löwdin spin population.
Positions of all 44 atoms, in Å:
1 Cr 0.45 -0.20 0.06  3.79
2 Cl 3.76 0.91 1.55  0.00
3 O 4.76 0.57 0.58  0.00
4 O 3.75 -0.13 2.56  0.00
5 O 4.00 2.21 2.16  0.00
6 O 2.47 0.96 0.90  0.02
7 Cl -1.22 0.85 3.13  0.00
8 O -0.74 2.19 3.40  0.00
9 O -0.24 0.20 2.28  0.02
10 O -1.38 0.11 4.35  0.00
11 O -2.48 0.93 2.47  0.00
12 B 1.18 -2.38 0.52  0.03
13 H 1.98 -3.20 0.41  0.00
14 H 0.33 -2.76 1.22  0.01
15 H 1.62 -1.45 1.02  0.00
16 H 0.73 -2.11 -0.50  0.01
17 C 3.76 -1.73 -1.41  0.00
18 N 3.09 -0.59 -2.08  0.00
19 O 2.02 -0.22 -1.66  0.01
20 O 3.60 -0.18 -3.10  0.01
21 H 3.05 -2.54 -1.36  0.00
22 H 4.12 -1.42 -0.43  0.00
23 H 4.63 -2.05 -1.98  0.00
24 C -3.57 -2.43 1.06  0.00
25 N -2.76 -1.86 -0.04  0.00
26 O -3.11 -2.09 -1.18  0.00
27 O -1.78 -1.24 0.27  0.02
28 H -4.61 -2.26 0.82  0.00
29 H -3.24 -2.06 2.02  0.00
30 H -3.27 -3.48 0.99  0.00
31 C -1.04 3.75 1.04  0.00
32 N -1.09 2.82 -0.11  0.00
33 O -1.66 3.17 -1.12  0.02
34 O -0.55 1.75 0.05  0.01
35 H -1.39 4.75 0.76  0.00
36 H -0.03 3.76 1.42  0.00
37 H -1.72 3.40 1.81  0.00
38 C -2.56 0.56 -3.28  0.00
39 N -1.12 0.60 -2.90  0.01
40 O -0.69 -0.06 -1.98  0.02
41 O -0.45 1.30 -3.61  0.01
42 H -2.61 -0.03 -4.19  0.00
43 H -2.88 1.59 -3.42  0.00
44 H -3.14 0.10 -2.48  0.00

Output
net charge: -1
2S+1: 5
LUMO (spin up / spin down): 0.06465 / 0.06077 Eh
DFT total energy: -97245.902 eV
expectation value of S²: 6.008
gap between HOMO and LUMO (spin up / spin down): 0.304 / 0.302 Eh

(10)
Entry from the OMol25 dataset: a 5-piece molecular cluster, C4H16BrN8O4 overall at a distorted geometry (ωB97M-V/def2-TZVPD).

Last column: natural (NBO) charge in e.
Positions of all 33 atoms, in Å:
1 Br -0.62 0.64 -1.48  -0.94
2 C 2.61 -1.30 -3.26  0.76
3 O 3.33 -2.05 -3.84  -0.69
4 N 2.49 -1.17 -1.95  -0.86
5 N 1.87 -0.47 -4.00  -0.85
6 H 1.88 -0.42 -1.66  0.42
7 H 2.86 -1.95 -1.42  0.40
8 H 1.88 -0.61 -5.00  0.40
9 H 1.31 0.25 -3.57  0.41
10 C -2.31 1.11 2.42  0.73
11 O -2.41 1.36 3.59  -0.68
12 N -1.66 0.14 1.89  -0.83
13 N -2.85 1.86 1.49  -0.86
14 H -1.64 0.06 0.88  0.42
15 H -1.23 -0.56 2.47  0.40
16 H -2.73 1.78 0.49  0.42
17 H -3.37 2.63 1.88  0.40
18 C 0.96 3.59 2.15  0.75
19 O 1.71 4.49 2.62  -0.72
20 N -0.32 3.47 2.29  -0.82
21 N 1.30 2.76 1.24  -0.82
22 H -0.91 2.72 1.96  0.41
23 H -0.66 4.10 3.00  0.39
24 H 2.28 2.58 1.08  0.39
25 H 0.61 2.19 0.77  0.41
26 C -0.58 -3.86 -0.38  0.74
27 O -0.84 -5.07 -0.27  -0.73
28 N -1.56 -3.07 -0.56  -0.82
29 N 0.55 -3.28 -0.37  -0.82
30 H -2.41 -3.61 -0.64  0.41
31 H -1.47 -2.07 -0.68  0.41
32 H 1.39 -3.81 -0.21  0.40
33 H 0.53 -2.44 -0.93  0.41

Output
net charge: -1
LUMO: 0.10452 Eh
DFT total energy: -94567.117 eV
gap between HOMO and LUMO: 0.341 Eh